[1]
This record from OMol25 describes an isolated ion of composition C5H6N and charge +1. The level of theory is wB97M-V/def2-TZVPD.

Last columns: bonded neighbours and bond lengths (Å).
Atoms and positions in Å:
1 C -3.1153 0.0363 -1.1410  C2 1.200, H7 1.044
2 C -2.4136 -0.1878 -0.1933  C1 1.200, C3 1.464
3 C -1.4970 -0.3764 0.9321  C2 1.464, N4 1.427, H8 1.201, H9 1.071
4 N -0.1323 -0.1614 0.5764  C3 1.427, C5 1.132
5 C 0.8925 -0.0064 0.1216  N4 1.132, C6 1.367
6 C 2.1806 -0.0226 -0.3365  C5 1.367, H10 1.116, H11 1.201, H12 1.108
7 H -3.8457 0.1901 -1.8706  C1 1.044
8 H -1.8214 0.5091 1.6765  C3 1.201
9 H -1.4532 -1.3906 1.2730  C3 1.071
10 H 2.4471 -1.0263 0.0724  C6 1.116
11 H 2.8737 0.8244 0.1572  C6 1.201
12 H 2.0493 -0.1409 -1.4307  C6 1.108

gap between HOMO and LUMO	10.788	eV
net charge	+1
SMILES	C#CC[N+]#CC

Atomic partial charges in e from the Mulliken method, atoms 1 to 2: 0.346, -0.651



[2]
This record from OMol25 describes a 2-piece molecular cluster, C5H6N overall. The level of theory is wB97M-V/def2-TZVPD.

Last columns: bonded neighbours and bond lengths (Å).
Atoms and positions in Å:
1 C 0.5604 -1.8589 0.6540  N6 1.157
2 C -0.4670 -0.0846 -0.0661  C4 1.418, C5 1.300
3 C 0.4924 2.1227 -0.3368  C4 1.341, H7 1.140, H8 1.106
4 C 0.5813 0.7897 -0.4513  C2 1.418, C3 1.341, H9 1.025
5 C -1.7653 -0.1395 -0.0715  C2 1.300, H10 1.092, H11 1.081
6 N 1.1304 -2.8324 0.9128  C1 1.157, H12 0.977
7 H 1.2480 2.6893 -0.9748  C3 1.140
8 H -0.3720 2.6130 0.1478  C3 1.106
9 H 1.3138 0.3339 -1.0041  C4 1.025
10 H -2.0907 0.8632 -0.3548  C5 1.092
11 H -2.3483 -0.9180 0.4001  C5 1.081
12 H 1.7171 -3.5786 1.1447  N6 0.977

gap between HOMO and LUMO	9.450	eV
net charge	+1

Atomic partial charges in e from the Mulliken method, atoms 1 to 2: -0.092, 0.328



[3]
This record from OMol25 describes an isolated ion of composition C5H6N and charge +1. The level of theory is wB97M-V/def2-TZVPD.

Last columns: bonded neighbours and bond lengths (Å).
Atoms and positions in Å:
1 C 1.8099 -1.8549 1.8770  C2 1.301
2 C 1.3112 -1.2366 0.8464  C1 1.301, C3 1.468, C4 1.498
3 C 0.1894 -1.1490 -0.0958  C2 1.468, C4 1.486, N6 1.542, H7 1.089
4 C 1.1377 -0.0092 0.0054  C2 1.498, C3 1.486, N6 1.473, H8 1.074
5 C -1.0929 1.1337 -0.4801  N6 1.424, H9 1.115, H10 1.134, H11 1.181
6 N -0.2794 0.2647 0.3016  C3 1.542, C4 1.473, C5 1.424, H12 1.016
7 H -0.2913 -1.6694 -0.9228  C3 1.089
8 H 1.9646 0.4096 -0.5376  C4 1.074
9 H -2.0850 1.3270 -0.0082  C5 1.115
10 H -0.5532 2.0630 -0.8435  C5 1.134
11 H -1.4313 0.4455 -1.3780  C5 1.181
12 H -0.6796 0.2755 1.2356  N6 1.016

gap between HOMO and LUMO	9.340	eV
net charge	+1

Atomic partial charges in e from the Mulliken method, atoms 1 to 2: -0.076, 0.081



[4]
This record from OMol25 describes an isolated ion of composition C5H6N and charge +1. The level of theory is wB97M-V/def2-TZVPD.

Last columns: bonded neighbours and bond lengths (Å).
Atoms and positions in Å:
1 C 0.3506 -1.7746 0.6157  C2 1.234, H7 1.073
2 C 0.4401 -0.7372 1.2778  C1 1.234, C3 1.435
3 C 0.0323 0.6146 1.0220  C2 1.435, C4 1.555, N5 1.453, H8 1.107
4 C 0.6939 1.3040 -0.2053  C3 1.555, N5 1.420, H9 1.085, H10 1.068
5 N -0.4935 0.5355 -0.3305  C3 1.453, C4 1.420, C6 1.305
6 C -1.0071 -0.4119 -1.0658  N5 1.305, H11 1.048, H12 1.146
7 H 0.7703 -2.7240 0.3432  C1 1.073
8 H -0.3166 1.2768 1.8370  C3 1.107
9 H 0.6787 2.3891 -0.2223  C4 1.085
10 H 1.5752 0.8258 -0.5728  C4 1.068
11 H -0.8462 -0.3026 -2.0957  C6 1.048
12 H -1.8777 -0.9953 -0.6034  C6 1.146

gap between HOMO and LUMO (spin up / spin down)	8.542 / 8.541	eV
net charge	+1
SMILES	C#C[C@H]1C[N+]1=C

Atomic partial charges in e from the Mulliken method, atoms 1 to 2: -0.366, -0.139



[5]
This record from OMol25 describes an isolated ion of composition C5H6N and charge +1. The level of theory is wB97M-V/def2-TZVPD.

Last columns: bonded neighbours and bond lengths (Å).
Atoms and positions in Å:
1 C 1.9827 0.5323 0.0942  C2 1.473, C4 1.285, H8 1.148
2 C 2.4097 -0.2159 -1.1003  C1 1.473, C3 1.203
3 C 2.5424 -0.8978 -2.0825  C2 1.203, H7 1.141
4 C 0.8182 0.1794 0.5066  C1 1.285, N6 1.241
5 C -1.5669 0.3496 0.2600  N6 1.517, H9 1.139, H10 1.091, H11 1.083
6 N -0.3002 -0.1959 0.8919  C4 1.241, C5 1.517, H12 1.009
7 H 2.7206 -1.6189 -2.9489  C3 1.141
8 H 2.5484 1.4897 0.3783  C1 1.148
9 H -1.8627 -0.2603 -0.6549  C5 1.139
10 H -2.1675 0.4816 1.1609  C5 1.091
11 H -1.2405 1.3146 -0.1085  C5 1.083
12 H -0.5156 -0.8030 1.6687  N6 1.009

gap between HOMO and LUMO (spin up / spin down)	6.594 / 7.626	eV
spin multiplicity	3
net charge	+1
⟨S²⟩	2.0230

Atomic partial charges in e from the Mulliken method, atoms 1 to 2: -0.552, 0.067



[6]
This record from OMol25 describes one molecule with the formula C5H6N2. The level of theory is wB97M-V/def2-TZVPD.

Last columns: bonded neighbours and bond lengths (Å).
Atoms and positions in Å:
1 C 2.1062 0.0693 -0.1141  C2 1.379, N5 1.384, H8 1.083
2 C 1.3058 -1.0527 -0.1550  C1 1.379, N3 1.375, H9 1.080
3 N 0.0393 -0.5330 -0.2823  C2 1.375, C4 1.349, C7 1.474
4 C 0.1510 0.8101 -0.2127  N3 1.349, N5 1.306, C6 1.515
5 N 1.3787 1.2469 -0.1187  C1 1.384, C4 1.306
6 C -1.3037 1.0184 0.1566  C4 1.515, C7 1.566, H10 1.092, H11 1.093
7 C -1.3998 -0.5405 0.0380  N3 1.474, C6 1.566, H12 1.094, H13 1.093
8 H 3.1872 0.0985 -0.0658  C1 1.083
9 H 1.5345 -2.1080 -0.1341  C2 1.080
10 H -1.9479 1.6187 -0.4888  C6 1.092
11 H -1.3979 1.3579 1.1915  C6 1.093
12 H -2.0178 -0.9194 -0.7809  C7 1.094
13 H -1.6356 -1.0662 0.9662  C7 1.093

gap between HOMO and LUMO	9.518	eV
SMILES	c1cn2c(n1)CC2

Atomic partial charges in e from the Mulliken method, atoms 1 to 2: -0.290, -0.301



The calculation returns the following total energy values, one per record and in order: -248.4802, -248.4472, -248.3212, -248.4057, -248.3262, -303.5840 a.u..